ORCA calculation (the ωB97M-V functional and the def2-TZVPD basis) on a structure of composition C30H63F3NNbO9P.

Geometry as XYZ:
```
108
Properties=species:S:1:pos:R:3
C 4.307 -1.507 4.700
C 4.530 0.061 4.186
O 4.533 -0.006 2.695
P 4.864 1.567 2.013
O 5.857 2.445 2.930
C 3.249 2.615 1.720
C 2.908 2.839 0.130
C 1.383 2.436 -0.316
Nb 0.740 0.318 0.228
C 0.700 -0.241 -1.991
C 0.519 -1.849 -2.283
N 1.562 -2.671 -2.708
C -1.452 1.057 0.010
C -1.775 1.962 1.340
C -2.470 1.096 2.556
O -3.533 0.155 2.073
C -0.053 -1.768 0.875
C 1.167 -2.852 1.067
C 0.703 -4.305 1.682
F 1.939 -5.173 1.676
F 0.284 -4.213 3.109
F -0.298 -5.011 0.840
O 5.755 1.281 0.521
C 7.193 1.030 0.811
C 7.796 0.042 -0.365
H 3.258 -1.651 5.234
H 4.367 -2.214 3.742
H 5.195 -1.840 5.400
H 5.566 0.447 4.625
H 3.634 0.773 4.501
H 3.512 3.686 2.176
H 2.353 2.211 2.363
H 3.016 4.009 -0.083
H 3.643 2.313 -0.614
H 0.545 3.161 0.089
H 1.334 2.506 -1.506
H 2.449 -0.256 0.449
H 0.673 0.799 1.990
H -0.212 0.370 -2.462
H 1.698 0.215 -2.460
H -0.548 -2.315 -2.087
H 2.395 -2.046 -2.783
H -2.124 0.109 -0.124
H -1.457 1.726 -0.960
H -0.771 2.492 1.705
H -2.507 2.829 1.002
H -1.683 0.421 3.115
H -3.017 1.835 3.299
H -3.129 -0.763 2.055
H -0.875 -2.116 0.116
H -0.564 -1.658 1.946
H 1.785 -2.948 0.053
H 1.920 -2.362 1.852
H 7.802 2.052 0.906
H 7.207 0.429 1.835
H 8.919 -0.287 -0.154
H 7.728 0.512 -1.456
H 7.117 -0.912 -0.380
C 1.499 -2.959 -7.980
C 2.210 -2.852 -6.658
O 2.698 -1.789 -6.280
C 2.300 -4.097 -5.816
H 1.511 -1.984 -8.479
H 2.009 -3.685 -8.619
H 0.459 -3.257 -7.820
H 2.846 -4.873 -6.359
H 1.297 -4.446 -5.560
H 2.840 -3.871 -4.891
C 3.762 -4.629 8.074
C 4.918 -3.700 7.815
O 4.818 -2.761 7.026
C 6.200 -3.964 8.558
H 2.903 -4.317 7.469
H 4.035 -5.649 7.793
H 3.480 -4.586 9.129
H 6.582 -4.955 8.299
H 6.027 -3.892 9.634
H 6.946 -3.215 8.272
C -5.884 1.990 -3.446
C -5.074 2.291 -2.213
O -4.151 3.104 -2.238
C -5.437 1.560 -0.949
H -5.509 2.591 -4.282
H -5.788 0.933 -3.704
H -6.932 2.246 -3.273
H -5.321 0.483 -1.096
H -6.466 1.797 -0.665
H -4.769 1.877 -0.141
C -4.860 7.741 -5.239
C -4.426 6.300 -5.279
O -4.413 5.665 -6.332
C -4.008 5.665 -3.979
H -5.132 8.065 -6.249
H -5.732 7.848 -4.590
H -4.038 8.366 -4.881
H -4.843 5.680 -3.273
H -3.149 6.198 -3.564
H -3.721 4.624 -4.160
C -7.910 -1.832 -0.402
C -8.627 -0.532 -0.651
O -8.012 0.486 -0.968
C -10.124 -0.525 -0.497
H -6.834 -1.687 -0.550
H -8.081 -2.159 0.626
H -8.261 -2.590 -1.106
H -10.394 -0.794 0.527
H -10.574 -1.225 -1.205
H -10.506 0.480 -0.707
```

The HOMO energy is -0.17945 Eh. As for the charge: -1. As for the spin multiplicity: 1. Its total energy is -2610.26015 a.u.

***

ORCA calculation (the ωB97M-V functional and the def2-TZVPD basis) on a cluster of 2 separate species, C4H12NO in total.

Geometry as XYZ:
```
18
Properties=species:S:1:pos:R:3
C 0.745 0.007 -2.535
C 0.675 -0.968 -1.407
C -0.377 -0.616 -0.251
C 0.532 -0.178 1.976
N 0.115 -1.025 1.105
H 1.604 -0.192 -3.224
H -0.123 -0.329 -3.231
H 0.666 1.055 -2.260
H 0.334 -1.941 -1.748
H 1.654 -0.946 -0.872
H -0.435 0.476 -0.198
H -1.377 -1.027 -0.365
H 0.504 0.867 1.685
H 0.759 -0.614 2.942
H -0.233 -1.928 1.431
H -1.339 3.145 2.157
H -2.258 2.031 2.639
O -1.447 2.182 2.156
```

The HOMO energy (alpha / beta) is -0.68481 / -0.67864 Eh. As for the charge: +2. As for the spin multiplicity: 2. As for the expectation value of S²: 0.7531. Its total energy is -288.75011 a.u.

***

ORCA calculation (the ωB97M-V functional and the def2-TZVPD basis) on a structure of composition C11H6BrCl3F5NO2RhTe.

Geometry as XYZ:
```
31
Properties=species:S:1:pos:R:3
Rh -16.351 -1.278 2.737
Cl -23.269 0.345 1.107
C -21.737 -0.299 1.561
C -20.614 0.498 1.877
C -19.432 -0.128 2.282
Cl -17.993 0.795 2.535
C -19.254 -1.560 2.320
O -18.149 -2.212 2.450
C -20.472 -2.306 2.204
Cl -20.530 -3.960 2.668
C -21.592 -1.685 1.699
H -20.692 1.575 1.914
H -22.517 -2.255 1.497
F -14.337 -5.231 0.450
Te -15.044 -4.166 1.824
F -13.296 -3.240 1.678
F -16.445 -5.410 1.810
F -14.326 -5.301 3.180
F -16.003 -3.278 0.398
O -15.604 -3.005 3.292
Br -10.757 2.374 2.824
C -12.409 1.434 3.109
C -13.617 2.001 2.661
C -14.755 1.181 2.557
N -14.747 -0.115 2.862
C -13.613 -0.658 3.359
C -12.441 0.074 3.577
H -13.626 3.038 2.305
H -15.686 1.571 2.105
H -13.533 -1.765 3.550
H -11.496 -0.421 3.906
```

The HOMO energy (alpha / beta) is -0.44988 / -0.48122 Eh. As for the charge: +1. As for the spin multiplicity: 5. As for the expectation value of S²: 6.0390. Its total energy is -5460.12714 a.u.

***

ORCA calculation (the ωB97M-V functional and the def2-TZVPD basis) on a structure of composition C5H13N4O.

Geometry as XYZ:
```
23
Properties=species:S:1:pos:R:3
C 0.421 -1.878 0.064
C -1.013 0.709 1.765
C -0.268 -0.044 -1.874
C 0.322 2.025 0.132
C -0.602 -0.222 -0.395
N 0.098 -2.411 1.155
N -1.152 1.928 2.422
N -0.415 0.857 0.501
N 1.122 -2.446 -0.874
O -1.344 -0.379 2.220
H 0.823 0.096 -1.988
H -0.513 -0.933 -2.421
H -0.874 0.796 -2.055
H 0.120 1.954 -0.873
H -0.197 2.824 0.609
H 1.389 2.078 0.295
H -1.559 -0.799 -0.257
H -0.557 -1.856 1.819
H 0.734 -3.098 1.514
H -1.289 2.742 1.923
H -1.828 1.828 3.148
H 1.102 -2.234 -1.898
H 1.299 -3.432 -0.776
```

The HOMO energy is -0.48019 Eh. As for the charge: +1. As for the spin multiplicity: 1. Its total energy is -492.31999 a.u.

***

ORCA calculation (the ωB97M-V functional and the def2-TZVPD basis) on an isolated molecule of C22H23FO3Si.

Geometry as XYZ:
```
50
Properties=species:S:1:pos:R:3
F 4.732 6.831 3.266
C -2.957 -2.656 -1.162
C -3.684 -3.608 -1.430
O 1.692 1.433 -0.675
O 1.316 0.841 1.532
O 0.291 2.752 0.658
C 6.330 3.924 1.908
C 6.182 5.154 2.505
C -1.666 -0.625 -1.731
C -1.898 -1.261 0.533
C -0.764 0.362 -1.347
C -1.036 -0.225 0.902
C 5.210 3.140 1.490
C 3.785 4.953 2.288
C 4.889 5.669 2.638
C -2.153 -1.529 -0.776
C -0.406 0.539 -0.041
C 3.868 3.691 1.612
C 0.691 1.387 0.408
C 2.896 2.122 -0.380
C 2.436 1.660 2.005
C 1.406 3.633 0.900
C 2.720 2.802 1.036
C -4.865 -4.922 -3.880
C -6.296 -4.824 -1.225
C -3.990 -6.615 -1.439
Si -4.662 -4.938 -2.048
H 7.289 3.428 1.806
H 7.075 5.744 2.687
H -1.863 -0.821 -2.795
H -2.330 -1.922 1.325
H -0.353 0.981 -2.074
H -0.752 -0.142 1.980
H 5.298 2.131 1.109
H 2.824 5.427 2.251
H 3.652 1.355 -0.343
H 3.220 2.705 -1.252
H 3.344 1.087 2.063
H 2.156 1.947 2.988
H 1.179 4.196 1.790
H 1.387 4.338 0.097
H -5.856 -5.317 -3.882
H -4.118 -5.498 -4.330
H -4.946 -3.876 -4.197
H -7.073 -5.580 -1.509
H -5.956 -5.167 -0.246
H -6.692 -3.830 -1.221
H -3.340 -6.524 -0.594
H -3.377 -7.062 -2.202
H -4.836 -7.292 -0.998
```

The HOMO energy is -0.32528 Eh. As for the charge: 0. As for the spin multiplicity: 1. The structure (SMILES) is C[Si](C)(C)C#Cc1ccc([C@]23OC[C@](c4cccc(F)c4)(CO2)CO3)cc1. Its total energy is -1467.11677 a.u.

***

ORCA calculation (the ωB97M-V functional and the def2-TZVPD basis) on an isolated molecule of C21H32N4O.

Geometry as XYZ:
```
58
Properties=species:S:1:pos:R:3
C -3.552 3.761 3.145
H -2.814 4.494 2.829
H -4.031 4.113 4.054
H -3.042 2.824 3.357
C -4.594 3.563 2.045
N -3.985 3.117 0.822
C -3.590 1.868 0.506
C -2.989 1.932 -0.734
C -3.069 3.295 -1.091
N -3.672 3.986 -0.137
C -2.583 3.947 -2.336
H -2.785 5.013 -2.286
H -3.086 3.529 -3.208
H -1.511 3.792 -2.454
C -2.395 0.805 -1.511
N -1.632 -0.076 -0.643
C -1.233 -1.301 -1.298
C -0.601 -2.208 -0.255
N 0.606 -1.620 0.307
C 1.181 -2.520 1.300
H 1.912 -1.968 1.889
C 1.898 -3.730 0.678
C 3.058 -3.303 -0.173
C 4.322 -3.151 0.386
C 5.389 -2.725 -0.385
C 5.205 -2.441 -1.727
C 3.952 -2.590 -2.294
C 2.886 -3.018 -1.521
H 1.911 -3.137 -1.970
H 3.802 -2.369 -3.340
H 6.036 -2.105 -2.329
H 6.365 -2.611 0.064
H 4.470 -3.371 1.434
H 2.252 -4.356 1.500
H 1.198 -4.320 0.086
H 0.400 -2.886 1.991
C 0.311 -0.301 0.874
C -0.440 0.576 -0.137
H -0.747 1.495 0.368
H 0.242 0.846 -0.960
C 1.587 0.455 1.299
H 1.887 0.174 2.310
H 1.336 1.517 1.323
C 2.792 0.238 0.360
O 2.451 0.107 -0.992
H 1.913 -0.700 -1.054
H 3.356 -0.648 0.682
H 3.460 1.101 0.426
H -0.343 -0.417 1.760
H -0.343 -3.162 -0.717
H -1.349 -2.397 0.537
H -2.118 -1.791 -1.713
H -0.516 -1.116 -2.119
H -3.198 0.208 -1.960
H -1.776 1.209 -2.332
H -3.750 1.034 1.158
H -5.340 2.828 2.358
H -5.091 4.510 1.826
```

The HOMO energy is -0.31581 Eh. As for the charge: 0. As for the spin multiplicity: 1. The structure (SMILES) is CCn1cc(CN2CCN(CCc3ccccc3)[C@@H](CCO)C2)c(C)n1. Its total energy is -1113.65365 a.u.

***

ORCA calculation (the ωB97M-V functional and the def2-TZVPD basis) on a cluster of 2 separate species, C8H10F2Si in total.

Geometry as XYZ:
```
21
Properties=species:S:1:pos:R:3
C -1.092 -3.317 -1.644
C -0.338 -2.913 -0.556
C -1.515 -2.380 -2.573
C -0.011 -1.579 -0.397
C -1.193 -1.046 -2.406
C -0.436 -0.623 -1.314
C 1.488 1.796 -0.414
C 0.957 3.006 3.963
F 1.679 3.577 4.943
F -0.318 2.914 4.384
Si -0.010 1.188 -1.087
H -1.353 -4.357 -1.769
H -0.005 -3.638 0.173
H -2.099 -2.694 -3.426
H 0.578 -1.267 0.454
H -1.532 -0.324 -3.137
H 0.990 3.647 3.073
H 2.327 1.162 -0.176
H 1.688 2.852 -0.348
H 1.339 1.995 3.779
H -1.144 2.002 -1.522
```

The HOMO energy is -0.30794 Eh. As for the charge: 0. As for the spin multiplicity: 1. The structure (SMILES) is C=[SiH]c1ccccc1.FCF. Its total energy is -799.99112 a.u.

***

ORCA calculation (the ωB97M-V functional and the def2-TZVPD basis) on a structure of composition C3H4O4Yb.

Geometry as XYZ:
```
12
Properties=species:S:1:pos:R:3
O -0.657 -2.717 1.007
C 0.479 0.402 1.104
C 0.643 -2.516 1.583
O 0.229 1.274 2.019
O 1.556 -0.297 1.170
C 1.546 -1.722 0.674
H 1.087 -3.517 1.704
H 0.505 -2.042 2.579
H 2.579 -2.008 0.927
Yb -1.396 2.383 0.823
O -0.220 0.487 0.019
H -0.622 -2.133 0.188
```

The HOMO energy (alpha / beta) is -0.19370 / -0.19330 Eh. As for the charge: 0. As for the spin multiplicity: 1. Its total energy is -1576.21933 a.u.

***

ORCA calculation (the ωB97M-V functional and the def2-TZVPD basis) on a structure of composition C35H39BaBrN5O8Sb.

Geometry as XYZ:
```
90
Properties=species:S:1:pos:R:3
Ba -0.761 -0.813 1.119
O -2.306 -1.848 -2.452
C -2.090 -0.857 -1.631
O -0.989 -0.480 -1.286
C -3.303 -0.247 -0.973
C -4.529 -0.008 -1.579
C -5.525 0.563 -0.803
C -5.288 0.849 0.536
C -4.037 0.541 1.065
N -3.092 0.017 0.304
C -3.629 0.701 2.511
O -4.368 1.537 3.246
O -2.703 0.106 2.989
H -1.451 -2.396 -2.481
H -4.692 -0.259 -2.617
H -6.493 0.774 -1.234
H -6.085 1.258 1.143
H -5.027 2.000 2.720
O 3.817 -1.409 4.575
C 3.236 -2.613 4.510
C 3.965 -3.692 5.021
C 3.458 -4.972 4.975
C 2.206 -5.213 4.421
C 1.472 -4.155 3.929
C 1.955 -2.843 3.961
C 1.068 -1.776 3.406
O -0.099 -2.074 3.069
N 1.627 -0.551 3.332
N 0.882 0.358 2.698
C 1.257 1.586 2.683
C 0.471 2.576 1.975
C 0.916 3.905 1.946
C 0.157 4.863 1.303
C -1.036 4.481 0.709
C -1.394 3.144 0.772
N -0.672 2.207 1.365
H 3.214 -0.773 4.099
H 4.940 -3.490 5.442
H 4.044 -5.791 5.371
H 1.812 -6.220 4.382
H 0.490 -4.308 3.503
H 2.140 1.915 3.228
H 1.847 4.167 2.429
H 0.487 5.893 1.268
H -1.669 5.193 0.199
H -2.306 2.807 0.287
Br -4.625 -2.936 1.834
C -3.131 -3.941 1.218
C -3.114 -5.307 1.433
C -2.023 -6.005 0.933
C -1.035 -5.315 0.253
C -1.156 -3.938 0.119
N -2.194 -3.253 0.599
C -0.063 -3.151 -0.596
O -0.087 -3.200 -1.846
O 0.693 -2.499 0.145
H -3.917 -5.794 1.965
H -1.955 -7.075 1.074
H -0.173 -5.817 -0.164
C 3.574 3.689 -1.983
C 2.307 3.500 -2.806
C 1.484 4.782 -2.805
Sb 1.121 1.867 -1.964
C -0.298 1.611 -3.621
C -1.609 2.310 -3.285
C 0.195 2.024 -5.000
C 2.390 0.147 -2.396
C 3.203 -0.209 -1.158
C 3.279 0.275 -3.624
H 4.185 4.499 -2.393
H 4.190 2.788 -1.956
H 3.327 3.951 -0.951
H 2.582 3.246 -3.834
H 1.185 5.042 -1.786
H 0.575 4.693 -3.403
H 2.067 5.617 -3.203
H -0.470 0.530 -3.631
H -1.479 3.396 -3.271
H -1.980 2.018 -2.301
H -2.381 2.085 -4.028
H 0.404 3.095 -5.046
H -0.565 1.810 -5.759
H 1.105 1.495 -5.285
H 1.667 -0.659 -2.564
H 3.934 0.570 -0.921
H 3.751 -1.140 -1.319
H 2.567 -0.355 -0.284
H 4.004 1.085 -3.512
H 2.705 0.462 -4.533
H 3.846 -0.648 -3.776
```

The HOMO energy is -0.27534 Eh. As for the charge: 0. As for the spin multiplicity: 1. Its total energy is -5072.71009 a.u.

***

ORCA calculation (the ωB97M-V functional and the def2-TZVPD basis) on an isolated molecule of C4H9NO2.

Geometry as XYZ:
```
16
Properties=species:S:1:pos:R:3
C -0.300 2.347 0.139
C 0.866 1.603 -0.484
N 0.886 0.253 -0.281
C -0.280 -0.533 0.068
C 0.052 -2.008 0.021
O -0.966 -2.740 0.682
O 1.830 2.188 -0.941
H -0.185 3.418 0.063
H -0.307 2.064 1.192
H -1.236 2.028 -0.290
H 1.758 -0.238 -0.391
H -1.132 -0.317 -0.581
H -0.597 -0.356 1.095
H 0.171 -2.336 -1.011
H 0.931 -2.123 0.658
H -1.494 -3.250 0.060
```

The HOMO energy is -0.35398 Eh. As for the charge: 0. As for the spin multiplicity: 1. The structure (SMILES) is CC(=O)NCCO. Its total energy is -363.04479 a.u.

***

ORCA calculation (the ωB97M-V functional and the def2-TZVPD basis) on a structure of composition C4H10NO.

Geometry as XYZ:
```
16
Properties=species:S:1:pos:R:3
C -0.097 1.423 0.756
O -1.083 0.874 1.443
C 0.040 1.000 -0.766
C 0.546 -0.441 -1.021
C 0.170 -1.535 0.002
N -1.262 -1.414 0.487
H 0.968 1.265 1.412
H -0.142 2.533 0.542
H 0.852 1.710 -1.069
H -0.961 1.113 -1.223
H 1.655 -0.415 -0.984
H 0.439 -0.669 -2.077
H 0.389 -2.424 -0.612
H 0.975 -1.414 0.718
H -1.335 -1.373 1.522
H -1.153 -0.233 0.869
```

The HOMO energy is -0.10414 Eh. As for the charge: -1. As for the spin multiplicity: 1. Its total energy is -288.32176 a.u.